This record from OMol25 describes the molecule C6H13NO in a non-equilibrium geometry. The level of theory is ωB97M-V/def2-TZVPD.

Last column: Löwdin charge in e.
Geometry (Å):
C1 2.33 -0.67 -2.14  -0.084
C2 2.22 -0.02 -0.74  -0.219
N1 1.04 -0.50 0.00  0.057
C3 -0.07 0.29 -0.01  -0.478
O1 -0.14 1.28 -0.72  0.052
C4 -1.14 0.01 1.06  -0.324
C5 -1.56 1.37 1.66  -0.060
C6 -2.35 -0.70 0.44  -0.074
H1 1.34 -1.01 -2.47  0.073
H2 2.99 -1.53 -2.09  0.057
H3 2.73 0.03 -2.86  0.068
H4 3.16 -0.31 -0.26  0.110
H5 2.11 1.05 -0.83  0.102
H6 1.22 -1.11 0.79  0.137
H7 -0.77 -0.62 1.87  0.125
H8 -2.64 1.33 1.87  0.074
H9 -1.40 2.20 0.99  0.072
H10 -1.06 1.59 2.60  0.075
H11 -2.08 -1.71 0.11  0.080
H12 -2.76 -0.13 -0.39  0.085
H13 -3.18 -0.85 1.12  0.072

Output
2S+1: 1
E, hartree: -366.4198
E_HOMO, eV: -9.67
Gap between HOMO and LUMO, eV: 10.612
Largest force on an atom, eV/Å: 1.3
SMILES string: CCNC(=O)C(C)C
ΔE to the lowest compared entry with this formula, charge and spin, kJ/mol: 37.1

This record from OMol25 describes a structure of composition C15H35FNbO24S7 in a non-equilibrium geometry. The level of theory is ωB97M-V/def2-TZVPD.

Last column: Löwdin charge in e.
Geometry (Å):
C1 2.62 1.19 -0.52  -0.193
C2 2.96 2.58 0.05  -0.556
S1 1.56 3.21 1.04  0.663
C3 0.13 3.28 -0.11  -0.758
Nb1 -1.24 1.45 -0.05  1.184
F1 -1.83 1.74 1.83  -0.616
H1 2.31 0.58 0.34  0.016
H2 3.50 0.69 -0.95  0.052
H3 1.81 1.26 -1.24  0.025
H4 3.17 3.26 -0.79  0.061
H5 3.84 2.51 0.69  0.046
H6 0.55 3.45 -1.11  -0.025
H7 -0.47 4.17 0.13  -0.030
H8 0.07 0.32 0.58  -0.111
H9 -2.29 -0.01 -0.28  -0.143
H10 -2.63 2.46 -0.76  -0.175
H11 -0.63 1.09 -1.73  -0.158
C4 6.41 0.04 2.05  -0.167
C5 6.31 -1.44 1.78  -0.163
O1 6.17 -1.53 0.35  -0.173
S2 6.98 -0.34 -0.34  0.599
O2 8.25 -0.82 -0.75  -0.231
O3 6.12 0.34 -1.24  -0.216
O4 7.19 0.57 0.97  -0.219
H12 5.42 0.52 2.03  0.131
H13 6.89 0.25 3.01  0.130
H14 5.45 -1.89 2.29  0.092
H15 7.23 -1.96 2.07  0.135
C6 -3.29 -3.61 2.99  -0.184
C7 -4.48 -3.55 2.05  -0.162
O5 -3.96 -3.01 0.83  -0.261
S3 -2.43 -3.49 0.65  0.605
O6 -2.42 -4.62 -0.20  -0.218
O7 -1.59 -2.37 0.43  -0.246
O8 -2.20 -4.00 2.17  -0.196
H16 -3.07 -2.62 3.42  0.129
H17 -3.44 -4.32 3.80  0.128
H18 -5.28 -2.91 2.43  0.138
H19 -4.87 -4.55 1.85  0.134
C8 -5.93 -0.64 -3.57  -0.189
C9 -6.76 -0.21 -2.39  -0.158
O9 -6.62 -1.28 -1.44  -0.189
S4 -5.16 -1.94 -1.58  0.611
O10 -4.31 -1.38 -0.60  -0.257
O11 -5.32 -3.34 -1.75  -0.220
O12 -4.78 -1.29 -3.01  -0.167
H20 -6.46 -1.37 -4.18  0.119
H21 -5.62 0.19 -4.19  0.112
H22 -7.80 -0.05 -2.64  0.128
H23 -6.35 0.70 -1.93  0.139
C10 0.98 -1.68 4.68  -0.166
C11 0.55 -0.57 3.75  -0.159
O13 1.71 -0.32 2.94  -0.202
S5 2.50 -1.68 2.72  0.606
O14 2.16 -2.24 1.47  -0.186
O15 3.87 -1.45 3.08  -0.256
O16 1.80 -2.54 3.88  -0.185
H24 1.59 -1.30 5.50  0.129
H25 0.13 -2.23 5.09  0.130
H26 0.26 0.34 4.28  0.141
H27 -0.26 -0.87 3.09  0.125
C12 7.83 3.17 2.95  -0.159
C13 9.05 4.05 3.11  -0.160
O17 8.88 4.65 4.40  -0.190
S6 8.13 3.63 5.38  0.602
O18 9.10 2.95 6.17  -0.223
O19 7.03 4.30 5.96  -0.213
O20 7.60 2.61 4.26  -0.194
H28 6.95 3.75 2.67  0.144
H29 7.98 2.37 2.22  0.114
H30 9.11 4.81 2.34  0.136
H31 9.96 3.46 3.12  0.134
C14 -8.47 0.45 -8.66  -0.164
C15 -8.16 -1.03 -8.57  -0.164
O21 -7.50 -1.18 -7.30  -0.179
S7 -8.10 -0.11 -6.26  0.609
O22 -9.08 -0.75 -5.47  -0.207
O23 -7.02 0.62 -5.70  -0.216
O24 -8.84 0.83 -7.34  -0.183
H32 -7.59 1.02 -8.95  0.135
H33 -9.28 0.65 -9.36  0.134
H34 -7.52 -1.38 -9.37  0.137
H35 -9.07 -1.63 -8.55  0.134

Output
2S+1: 1
E, hartree: -5342.1527
E_HOMO, eV: -3.91
Gap between HOMO and LUMO, eV: 5.349
Largest force on an atom, eV/Å: 4.0
Total charge: -1

This record from OMol25 describes a cluster of 3 separate species, CH6N3 in total in a non-equilibrium geometry. The level of theory is ωB97M-V/def2-TZVPD.

Last column: Löwdin charge in e.
Geometry (Å):
C1 -0.31 -0.11 0.19  -0.158
N1 0.24 -0.16 -0.88  0.069
N2 -0.42 -0.92 1.24  0.136
N3 0.73 0.14 -2.03  0.127
H1 -0.75 1.26 1.06  0.075
H2 -1.02 -0.63 2.01  0.100
H3 0.34 -1.55 1.44  0.132
H4 1.42 1.02 -2.10  0.217
H5 -0.92 1.39 1.94  0.151
H6 0.71 -0.44 -2.86  0.152

Output
2S+1: 1
E, hartree: -205.5462
E_HOMO, eV: -15.07
Gap between HOMO and LUMO, eV: 9.463
Largest force on an atom, eV/Å: 4.2
Total charge: +1
ΔE to the lowest compared entry with this formula, charge and spin, kJ/mol: 554.5

This record from OMol25 describes a structure of composition C5H10N2O2S in a non-equilibrium geometry. The level of theory is ωB97M-V/def2-TZVPD.

Last column: Löwdin charge in e.
Geometry (Å):
C1 -1.29 1.07 0.02  -0.176
C2 -1.85 1.98 0.74  0.028
C3 0.46 -0.48 0.09  -0.643
C4 0.74 -0.61 1.51  -0.052
C5 1.31 -1.44 -0.70  -0.038
N1 0.52 0.90 -0.34  -0.084
N2 0.91 1.20 -1.60  0.016
O1 -2.25 -1.37 0.71  -0.307
O2 -1.57 -1.18 -1.60  -0.308
S1 -1.37 -0.74 -0.25  0.720
H1 -2.74 1.95 1.33  0.069
H2 -1.17 2.71 1.18  0.081
H3 0.79 -1.61 1.71  0.070
H4 -0.15 -0.37 2.03  0.074
H5 1.64 -0.16 1.83  0.100
H6 0.87 -2.40 -0.51  0.089
H7 2.34 -1.30 -0.25  0.118
H8 1.42 -1.17 -1.75  0.071
H9 0.98 2.15 -1.66  0.052
H10 0.42 0.88 -2.47  0.124

Output
2S+1: 1
E, hartree: -854.5165
E_HOMO, eV: -9.00
Gap between HOMO and LUMO, eV: 9.464
Largest force on an atom, eV/Å: 4.6
ΔE to the lowest compared entry with this formula, charge and spin, kJ/mol: 394.9

This record from OMol25 describes a structure of composition C5H10FN in a non-equilibrium geometry. The level of theory is ωB97M-V/def2-TZVPD.

Last column: Löwdin charge in e.
Geometry (Å):
C1 2.05 0.46 0.29  -0.083
C2 0.44 0.63 0.27  -0.247
C3 -0.54 -0.66 0.45  -0.403
C4 -1.32 -0.33 -0.94  -0.103
C5 -0.25 0.69 -1.25  -0.315
H1 2.43 1.31 -0.86  0.185
H2 2.24 -0.56 -0.09  0.038
H3 2.65 0.75 1.30  0.089
H4 -0.18 1.59 0.66  0.157
H5 0.13 -1.40 0.04  0.102
H6 -0.94 -0.19 2.83  0.200
H7 -1.41 -2.16 1.97  0.178
H8 -2.39 0.07 -0.93  0.120
H9 -1.41 -1.11 -1.68  0.092
H10 -0.69 1.69 -1.49  0.138
N1 -1.33 -0.86 1.70  -0.102
F1 0.53 0.10 -2.25  -0.049

Output
2S+1: 1
E, hartree: -350.8917
E_HOMO, eV: -9.10
Gap between HOMO and LUMO, eV: 9.705
Largest force on an atom, eV/Å: 5.7
ΔE to the lowest compared entry with this formula, charge and spin, kJ/mol: 614.4

This record from OMol25 describes a structure of composition C29H56O10S in a non-equilibrium geometry. The level of theory is ωB97M-V/def2-TZVPD.

Last column: Löwdin charge in e.
Geometry (Å):
C1 -0.18 -5.46 0.08  -0.008
C2 -0.75 -4.17 0.06  -0.146
C3 -2.06 -3.79 0.88  -0.118
C4 -3.31 -4.17 -0.02  -0.265
C5 -4.79 -3.88 0.51  -0.131
O1 -5.63 -4.97 0.02  -0.202
S1 -4.73 -6.32 0.47  0.799
O2 -4.73 -6.54 1.96  -0.285
O3 -4.80 -7.52 -0.41  -0.266
O4 -3.27 -5.64 -0.02  -0.236
H1 0.07 -6.02 1.02  0.063
H2 0.02 -5.95 -0.92  0.064
H3 -0.26 -3.38 -0.59  0.093
H4 -2.06 -4.38 1.85  0.100
H5 -2.09 -2.66 1.07  0.109
H6 -3.10 -3.89 -1.10  0.157
H7 -5.04 -2.84 0.15  0.137
H8 -4.71 -3.85 1.65  0.136
C6 -1.22 0.62 -1.77  -0.181
C7 -2.73 0.76 -1.84  -0.170
C8 -3.19 -0.44 -1.03  -0.209
O5 -2.18 -0.68 -0.04  -0.169
C9 -1.02 0.10 -0.36  -0.186
H9 -0.68 1.55 -1.95  0.116
H10 -0.88 -0.12 -2.50  0.107
H11 -3.04 1.69 -1.35  0.116
H12 -3.12 0.76 -2.86  0.115
H13 -3.27 -1.33 -1.66  0.111
H14 -4.15 -0.26 -0.54  0.115
H15 -0.95 0.91 0.36  0.120
H16 -0.12 -0.53 -0.27  0.115
C10 3.48 0.48 -4.26  -0.176
C11 3.28 -1.00 -3.99  -0.174
C12 2.32 -0.98 -2.81  -0.202
O6 1.53 0.21 -2.95  -0.166
C13 2.10 1.04 -3.96  -0.202
H17 3.82 0.70 -5.27  0.114
H18 4.21 0.89 -3.56  0.119
H19 2.80 -1.47 -4.86  0.116
H20 4.20 -1.54 -3.79  0.114
H21 2.87 -0.91 -1.87  0.119
H22 1.68 -1.86 -2.78  0.115
H23 1.45 1.00 -4.84  0.121
H24 2.14 2.08 -3.60  0.109
C14 -4.39 -4.44 5.70  -0.166
C15 -3.29 -5.45 5.44  -0.155
C16 -2.73 -4.96 4.11  -0.215
O7 -2.91 -3.54 4.08  -0.150
C17 -3.78 -3.16 5.16  -0.190
H25 -4.67 -4.36 6.75  0.098
H26 -5.28 -4.71 5.13  0.117
H27 -2.52 -5.37 6.22  0.109
H28 -3.64 -6.48 5.40  0.119
H29 -3.28 -5.39 3.27  0.076
H30 -1.67 -5.21 4.00  0.121
H31 -3.18 -2.66 5.91  0.091
H32 -4.54 -2.46 4.79  0.117
C18 -2.56 -3.39 10.90  -0.178
C19 -2.03 -2.42 9.87  -0.173
C20 -2.20 -3.20 8.58  -0.202
O8 -3.33 -4.06 8.76  -0.156
C21 -3.70 -4.06 10.15  -0.198
H33 -2.89 -2.92 11.83  0.114
H34 -1.79 -4.13 11.14  0.116
H35 -2.66 -1.52 9.85  0.117
H36 -1.00 -2.11 10.05  0.115
H37 -1.33 -3.83 8.39  0.122
H38 -2.36 -2.55 7.72  0.098
H39 -4.63 -3.49 10.25  0.119
H40 -3.88 -5.08 10.48  0.118
C22 4.78 5.25 -6.39  -0.170
C23 3.27 5.39 -6.46  -0.168
C24 2.81 4.19 -5.65  -0.209
O9 3.81 3.95 -4.66  -0.153
C25 4.98 4.73 -4.98  -0.194
H41 5.31 6.19 -6.57  0.102
H42 5.12 4.51 -7.12  0.117
H43 2.96 6.32 -5.97  0.108
H44 2.88 5.39 -7.48  0.117
H45 2.73 3.30 -6.28  0.114
H46 1.84 4.37 -5.17  0.118
H47 5.04 5.54 -4.26  0.101
H48 5.87 4.10 -4.89  0.118
C26 5.55 9.24 -3.59  -0.173
C27 6.07 10.22 -4.62  -0.176
C28 5.90 9.43 -5.91  -0.202
O10 4.76 8.58 -5.73  -0.156
C29 4.40 8.58 -4.34  -0.204
H49 5.23 9.71 -2.66  0.115
H50 6.32 8.50 -3.35  0.116
H51 5.44 11.11 -4.64  0.116
H52 7.10 10.53 -4.45  0.114
H53 6.77 8.80 -6.11  0.117
H54 5.73 10.08 -6.77  0.118
H55 3.47 9.15 -4.23  0.121
H56 4.22 7.55 -4.00  0.099

Output
2S+1: 1
E, hartree: -2288.9157
E_HOMO, eV: -8.21
Gap between HOMO and LUMO, eV: 8.940
Largest force on an atom, eV/Å: 4.2
ΔE to the lowest compared entry with this formula, charge and spin, kJ/mol: 0.0